*A*
One molecule with the formula C3H5NO. Source: the Open Molecules 2025 dataset; level of theory: the ωB97M-V functional and the def2-TZVPD basis.

The value obtained for the orbital gap is 9.766 eV. For the molecular weight, the calculation gives 71.1 g/mol. The calculation puts the HOMO energy at -9.30 eV. The SMILES is [H]/N=C/[C@@H]1CO1.

ORCA input file:
```
! RIJCOSX wB97M-V def2-TZVPD def2/J DEFGRID3
* xyz 0 1
H -0.19 -3.00 0.20
N -0.09 -2.19 -0.37
C -0.46 -1.06 0.13
C -0.18 0.19 -0.50
C 0.44 1.65 0.25
O -0.83 1.45 -0.20
H -0.77 -0.80 1.16
H 0.34 0.16 -1.55
H 0.61 1.26 1.29
H 1.13 2.34 -0.40
*
```



*B*
One molecule with the formula C3H5NO. Source: the Open Molecules 2025 dataset; level of theory: the ωB97M-V functional and the def2-TZVPD basis.

The value obtained for the orbital gap is 9.765 eV. For the molecular weight, the calculation gives 71.1 g/mol. The calculation puts the HOMO energy at -9.53 eV.

ORCA input file:
```
! RIJCOSX wB97M-V def2-TZVPD def2/J DEFGRID3
* xyz 0 1
C -0.08 0.96 1.29
O 0.29 -0.34 0.83
C 0.40 -0.88 -1.52
C -0.30 -0.74 -0.29
N -1.42 -1.08 -0.74
H -0.46 0.87 2.30
H -0.85 1.34 0.63
H 0.79 1.62 1.28
H 0.98 -1.77 -1.69
H 0.67 0.03 -2.08
*
```



Energies, relative to the best one, in hartree: *A* 0.0000; *B* 0.0086.



*A*
One molecule with the formula C3H5NO. Source: the Open Molecules 2025 dataset; level of theory: the ωB97M-V functional and the def2-TZVPD basis.

The value obtained for the orbital gap is 10.392 eV. For the molecular weight, the calculation gives 71.1 g/mol. The calculation puts the HOMO energy at -9.38 eV. The SMILES is C1=NOCC1.

ORCA input file:
```
! RIJCOSX wB97M-V def2-TZVPD def2/J DEFGRID3
* xyz 0 1
C 1.29 0.27 0.02
N 1.35 -1.02 0.00
O 0.10 -1.56 -0.14
C -0.94 -0.54 0.09
C -0.15 0.79 -0.13
H 2.25 0.76 0.09
H -1.31 -0.63 1.10
H -1.73 -0.75 -0.67
H -0.47 1.39 0.72
H -0.39 1.28 -1.07
*
```



*B*
One molecule with the formula C3H5NO. Source: the Open Molecules 2025 dataset; level of theory: the ωB97M-V functional and the def2-TZVPD basis.

The value obtained for the orbital gap is 10.944 eV. For the molecular weight, the calculation gives 71.1 g/mol. The calculation puts the HOMO energy at -10.00 eV. The SMILES is O=C[C@@H]1CN1.

ORCA input file:
```
! RIJCOSX wB97M-V def2-TZVPD def2/J DEFGRID3
* xyz 0 1
O -2.47 0.02 -0.26
C -1.39 0.14 0.23
C -0.14 0.01 -0.57
C 1.03 -0.57 0.05
N 1.01 0.83 -0.22
H -1.23 0.22 1.35
H -0.32 -0.07 -1.66
H 0.88 -0.92 1.07
H 1.78 -1.10 -0.60
H 0.86 1.44 0.61
*
```



*C*
A 2-piece molecular cluster, C3H5NO overall. Source: the Open Molecules 2025 dataset; level of theory: the ωB97M-V functional and the def2-TZVPD basis.

The value obtained for the orbital gap is 8.537 eV. For the molecular weight, the calculation gives 71.1 g/mol. The calculation puts the HOMO energy at -8.45 eV.

ORCA input file:
```
! RIJCOSX wB97M-V def2-TZVPD def2/J DEFGRID3
* xyz 0 1
O -1.13 -1.90 0.40
C -0.56 -0.86 0.27
C 0.89 -0.38 0.51
N 0.40 0.90 -0.01
C -0.93 0.58 -0.14
H 1.21 -0.37 1.56
H 1.65 -0.86 -0.11
H 0.75 1.82 0.19
H -1.56 0.70 -1.24
H -1.18 0.09 -1.79
*
```



*D*
C3H5NO as an isolated structure. Source: the Open Molecules 2025 dataset; level of theory: the ωB97M-V functional and the def2-TZVPD basis.

The value obtained for the orbital gap is 10.555 eV. For the molecular weight, the calculation gives 71.1 g/mol. The calculation puts the HOMO energy at -10.40 eV.

ORCA input file:
```
! RIJCOSX wB97M-V def2-TZVPD def2/J DEFGRID3
* xyz 0 1
C 0.89 -0.98 0.52
O 1.05 -0.17 -0.58
C -0.13 0.76 -0.78
C -1.15 0.46 0.24
N -2.20 0.94 0.40
H 1.54 -0.74 1.38
H 0.79 -2.05 0.31
H -0.36 -0.61 0.95
H -0.58 0.59 -1.77
H 0.17 1.81 -0.66
*
```



Energies, relative to the best one, in hartree: *A* 0.0167; *B* 0.0000; *C* 0.1253; *D* 0.0630.



*A*
One molecule with the formula C3H5NO. Source: the Open Molecules 2025 dataset; level of theory: the ωB97M-V functional and the def2-TZVPD basis.

The value obtained for the orbital gap is 10.893 eV. For the molecular weight, the calculation gives 71.1 g/mol. The calculation puts the HOMO energy at -10.03 eV. The SMILES is O=C[C@@H]1CN1.

ORCA input file:
```
! RIJCOSX wB97M-V def2-TZVPD def2/J DEFGRID3
* xyz 0 1
O -0.11 -0.09 2.52
C 0.29 -0.15 1.35
C -0.22 0.64 0.19
C -0.44 -0.28 -0.98
N 0.57 0.74 -1.05
H 0.96 -1.05 1.08
H -0.89 1.46 0.36
H -0.29 -1.42 -0.91
H -1.37 -0.17 -1.57
H 1.51 0.32 -0.98
*
```



*B*
One molecule with the formula C3H5NO. Source: the Open Molecules 2025 dataset; level of theory: the ωB97M-V functional and the def2-TZVPD basis.

The value obtained for the orbital gap is 10.884 eV. For the molecular weight, the calculation gives 71.1 g/mol. The calculation puts the HOMO energy at -9.86 eV. The SMILES is [H]/N=C/CC=O.

ORCA input file:
```
! RIJCOSX wB97M-V def2-TZVPD def2/J DEFGRID3
* xyz 0 1
H 1.36 1.96 -1.54
N 1.33 1.05 -1.09
C 0.38 0.87 -0.29
C 0.26 -0.45 0.42
C -1.13 -1.02 0.36
O -2.11 -0.47 -0.03
H -0.41 1.59 -0.05
H 0.50 -0.31 1.48
H 0.98 -1.16 0.01
H -1.17 -2.06 0.74
*
```



Energies, relative to the best one, in hartree: *A* 0.0350; *B* 0.0000.



*A*
An isolated ion of composition C3H10NO3 and charge +1. Source: the Open Molecules 2025 dataset; level of theory: the ωB97M-V functional and the def2-TZVPD basis.

The value obtained for the orbital gap is 12.191 eV. For the molecular weight, the calculation gives 108.1 g/mol. The calculation puts the HOMO energy at -15.64 eV. The SMILES is CC[C@]([NH3+])(O)OO.

ORCA input file:
```
! RIJCOSX wB97M-V def2-TZVPD def2/J DEFGRID3
* xyz 1 1
C 1.71 -1.13 0.16
C 1.01 0.16 -0.26
C -0.42 0.12 0.30
N -1.30 1.50 -0.36
O -0.44 0.19 1.62
O -1.06 -0.91 -0.46
O -2.43 -1.00 -0.11
H 1.96 -1.04 1.27
H 2.63 -1.16 -0.30
H 1.01 -1.90 0.15
H 0.85 0.06 -1.30
H 1.50 1.15 0.06
H -1.59 2.34 0.18
H -2.13 1.02 -0.77
H -0.81 1.62 -1.24
H -1.32 0.17 2.01
H -2.39 -1.94 -0.04
*
```



*B*
An isolated ion of composition C3H10NO3 and charge +1. Source: the Open Molecules 2025 dataset; level of theory: the ωB97M-V functional and the def2-TZVPD basis.

The value obtained for the orbital gap is 11.852 eV. For the molecular weight, the calculation gives 108.1 g/mol. The calculation puts the HOMO energy at -15.51 eV. The SMILES is CC[C@]([NH3+])(O)OO.

ORCA input file:
```
! RIJCOSX wB97M-V def2-TZVPD def2/J DEFGRID3
* xyz 1 1
C 1.64 -1.04 0.22
C 1.08 0.28 -0.25
C -0.42 0.10 0.19
N -1.14 1.48 -0.27
O -0.64 0.16 1.59
O -1.00 -0.99 -0.48
O -2.40 -1.06 -0.11
H 1.41 -1.07 1.26
H 2.74 -1.08 0.22
H 1.15 -2.00 -0.20
H 1.22 0.50 -1.37
H 1.44 1.12 0.29
H -2.13 1.52 0.09
H -1.41 1.44 -1.26
H -0.73 2.38 -0.12
H -1.58 -0.10 1.71
H -2.86 -1.80 -0.45
*
```



*C*
A 2-piece molecular cluster, C3H10NO3 overall. Source: the Open Molecules 2025 dataset; level of theory: the ωB97M-V functional and the def2-TZVPD basis.

The value obtained for the orbital gap is 10.477 eV. For the molecular weight, the calculation gives 108.1 g/mol. The calculation puts the HOMO energy at -14.10 eV.

ORCA input file:
```
! RIJCOSX wB97M-V def2-TZVPD def2/J DEFGRID3
* xyz 1 1
C -0.01 -0.06 -0.40
C 1.14 0.04 0.47
C 1.09 -0.24 1.90
O 0.51 -1.41 2.11
O 1.36 0.55 2.75
N -1.30 0.51 0.22
H 0.50 0.41 -1.52
H -0.45 -1.22 -0.78
H 1.45 1.09 0.47
H 2.07 -0.55 0.10
H 0.77 -1.85 3.05
H -1.76 -0.01 1.03
H -1.95 0.42 -0.52
H -1.26 1.49 0.63
H -0.54 1.03 -3.47
H -1.00 -0.51 -3.19
O -0.63 0.31 -2.84
*
```



Energies, relative to the best one, in hartree: *A* 0.0497; *B* 0.0477; *C* 0.0000.



*A*
A 3-piece molecular cluster, C4H10O3 overall. Source: the Open Molecules 2025 dataset; level of theory: the ωB97M-V functional and the def2-TZVPD basis.

The value obtained for the orbital gap is 8.997 eV. For the molecular weight, the calculation gives 106.1 g/mol. The calculation puts the HOMO energy at -8.40 eV. The SMILES is C=C/C=C/O.O.O.

ORCA input file:
```
! RIJCOSX wB97M-V def2-TZVPD def2/J DEFGRID3
* xyz 0 1
C -1.74 1.72 -0.43
C -1.65 0.52 0.16
C -0.65 0.18 1.18
C 0.58 0.70 1.15
O 1.60 0.31 1.94
H -2.48 1.94 -1.19
H -1.33 2.58 0.09
H -2.37 -0.24 -0.14
H -1.05 -0.50 1.93
H 0.82 1.51 0.47
H 2.35 0.06 1.38
O 2.17 -0.38 -0.84
H 1.59 -1.14 -1.06
H 2.41 -0.11 -1.74
O 0.05 -2.17 -1.27
H -0.15 -1.86 -0.38
H -0.16 -3.12 -1.24
*
```



*B*
A 2-piece molecular cluster, C4H10O3 overall. Source: the Open Molecules 2025 dataset; level of theory: the ωB97M-V functional and the def2-TZVPD basis.

The value obtained for the orbital gap is 11.023 eV. For the molecular weight, the calculation gives 106.1 g/mol. The calculation puts the HOMO energy at -10.30 eV. The SMILES is C[C@@H](O)CC=O.O.

ORCA input file:
```
! RIJCOSX wB97M-V def2-TZVPD def2/J DEFGRID3
* xyz 0 1
C -1.34 0.57 1.32
C -0.28 0.44 0.26
O -0.23 -0.89 -0.24
C -0.50 1.44 -0.89
C 0.75 1.82 -1.61
O 1.66 1.02 -1.68
H -2.38 0.55 1.00
H -1.18 1.52 1.84
H -1.20 -0.20 2.08
H 0.68 0.60 0.77
H 0.25 -0.88 -1.08
H -1.15 0.91 -1.61
H -1.18 2.25 -0.60
H 0.92 2.78 -2.12
O 0.19 -3.41 2.15
H -0.42 -4.10 1.91
H 0.51 -2.96 1.35
*
```



Energies, relative to the best one, in hartree: *A* 0.0338; *B* 0.0000.



*A*
A 2-piece molecular cluster, C4H10O3 overall. Source: the Open Molecules 2025 dataset; level of theory: the ωB97M-V functional and the def2-TZVPD basis.

The value obtained for the orbital gap is 10.744 eV. For the molecular weight, the calculation gives 106.1 g/mol. The calculation puts the HOMO energy at -10.04 eV. The SMILES is O=CCCCO.O.

ORCA input file:
```
! RIJCOSX wB97M-V def2-TZVPD def2/J DEFGRID3
* xyz 0 1
O 1.37 0.89 3.49
C 1.15 1.28 2.37
C -0.17 0.98 1.68
C 0.13 -0.18 0.73
C -0.91 -0.32 -0.36
O -0.65 -1.53 -1.09
H 1.91 1.77 1.75
H -0.53 1.83 1.09
H -0.93 0.74 2.41
H 1.04 0.05 0.18
H 0.27 -1.16 1.20
H -1.95 -0.31 -0.03
H -0.85 0.52 -1.06
H -1.25 -1.54 -1.85
O 0.26 -0.87 -3.79
H 0.01 -0.90 -2.85
H 1.13 -1.26 -3.87
*
```



*B*
A 3-piece molecular cluster, C4H10O3 overall. Source: the Open Molecules 2025 dataset; level of theory: the ωB97M-V functional and the def2-TZVPD basis.

The value obtained for the orbital gap is 8.205 eV. For the molecular weight, the calculation gives 106.1 g/mol. The calculation puts the HOMO energy at -7.80 eV. The SMILES is C=C/C=C\O.O.O.

ORCA input file:
```
! RIJCOSX wB97M-V def2-TZVPD def2/J DEFGRID3
* xyz 0 1
C 1.11 -2.35 0.64
C 1.55 -1.75 -0.53
C 1.92 -0.42 -0.79
C 2.13 0.61 0.03
O 1.84 0.71 1.35
H 0.40 -3.17 0.61
H 1.24 -1.93 1.60
H 1.46 -2.40 -1.39
H 1.96 -0.23 -1.88
H 2.68 1.41 -0.49
H 0.87 0.52 1.44
O -1.12 0.60 0.88
H -1.90 0.59 0.41
H -0.93 1.55 0.88
O -4.02 2.01 -0.98
H -4.43 2.91 -0.96
H -4.76 1.33 -0.82
*
```



Energies, relative to the best one, in hartree: *A* 0.0000; *B* 0.0587.